Molecular formula: C71H166F24N11O33S8
Method: DFT, wB97M-V/def2-TZVPD

XYZ file:
```
313
Properties=species:S:1:pos:R:3:lowdin_charge:R:1
S 7.75784 0.39275 5.82320 0.499
S 0.12806 2.73039 -4.90290 0.477
S 0.11405 -3.46877 -5.30363 0.563
S -3.22793 1.88149 2.78119 0.541
S 7.96366 -2.05549 -3.83296 0.534
S -4.56742 -3.93553 -1.14364 0.538
S 1.22552 -4.67972 1.37536 0.609
S 6.24084 3.30728 0.02086 0.549
F 4.37504 4.93649 -0.82377 0.114
F 2.69701 -2.77290 -5.92720 0.172
F 2.17065 -6.96190 0.39638 0.165
F -3.23480 3.79011 4.64097 0.121
F -3.29880 1.69035 5.47056 0.115
F 6.88084 -4.39200 -4.81462 0.134
F -7.03569 -5.21686 -0.85603 0.128
F 5.25698 0.41264 6.95979 0.091
F 2.44377 -5.35393 -0.97586 0.117
F -0.55459 0.14579 -4.42285 0.131
F 1.83149 -1.76522 -4.35842 0.119
F 5.46057 1.93013 5.51622 0.080
F -2.08023 1.58126 -3.96070 0.101
F -5.10307 2.53819 4.62630 0.126
F 5.44584 -3.13224 -3.92421 0.134
F -1.50716 1.12099 -6.10140 0.109
F -5.26873 -6.50364 -1.25643 0.118
F 5.49682 5.67020 0.85943 0.137
F 2.48788 -3.71826 -3.94672 0.149
F 6.27242 -2.46312 -5.86820 0.056
F 5.30190 -0.07198 4.76437 0.099
F 3.74620 -5.54403 0.74158 0.154
F -5.56341 -5.67844 0.69066 0.166
F 6.47103 5.70768 -0.99704 0.156
O -0.43354 -2.44038 -6.13955 -0.292
O -3.75016 2.75082 1.78020 -0.332
O 1.84666 -3.31007 1.30826 -0.363
O 1.35936 2.19178 -5.55296 -0.335
O -1.72756 -4.65286 -7.94199 -0.028
O -4.73321 1.22746 -1.98568 -0.205
O -5.04331 -2.83992 -0.26107 -0.397
O -3.39267 7.32693 0.51416 -0.215
O 8.18645 0.79167 4.47108 -0.360
O -3.90614 0.52919 2.67829 -0.362
O -3.20661 -4.41549 -0.86098 -0.333
O 1.20592 -5.30133 2.74800 -0.349
O -0.06832 -4.81245 0.65403 -0.377
O -2.93962 -6.80555 -3.86905 -0.215
O 8.27097 1.34657 6.82310 -0.340
O 6.69802 -3.79982 2.36280 -0.074
O 8.66418 -2.76237 -2.76651 -0.357
O 3.76766 -4.31984 6.90765 -0.198
O 2.34680 -0.70648 1.11563 -0.070
O 5.34546 2.58217 0.94432 -0.337
O -0.59338 -3.53685 -4.01140 -0.359
O 8.05770 -1.02626 6.07971 -0.359
O -1.75463 1.83495 2.75749 -0.332
O 0.47415 3.07985 -3.54912 -0.344
O -0.57948 3.65928 -5.73799 -0.307
O 0.41923 0.74205 4.24597 -0.054
O 0.24895 -4.77880 -6.01688 -0.323
O 4.55862 1.08207 -1.99722 -0.089
O 7.62750 3.43091 0.49989 -0.286
O 6.14079 2.78627 -1.34182 -0.326
O -4.88519 -3.62634 -2.53692 -0.337
O 7.30852 -0.81078 -3.22777 -0.418
O 8.79171 -1.64366 -4.97051 -0.345
N 1.77326 3.35439 4.78084 -0.229
N -1.03254 -5.55162 -2.21349 0.244
N -0.61018 -0.68525 -0.23543 -0.269
N -3.92982 -2.12825 -6.35634 -0.258
N -0.61207 6.91678 -2.91582 -0.156
N 3.12444 -3.24204 9.35555 0.235
N 7.08842 -1.13303 0.85085 -0.281
N -3.87366 -3.48862 4.06277 -0.178
N -6.66522 -0.51828 -1.46971 0.246
N 4.90564 2.31317 -4.76283 -0.229
N -6.09112 6.54993 1.05292 0.255
C 4.44187 0.95429 -5.29274 0.015
C 1.11692 5.10132 0.03530 -0.228
C 0.23010 2.99911 4.79134 -0.084
C -6.93812 0.32818 0.88356 0.008
C -0.84823 -1.02070 1.26213 0.017
C 7.86088 -0.23786 -0.15030 0.035
C -4.96069 -3.96963 4.99340 -0.112
C -3.59245 6.22645 1.38203 -0.153
C -1.72980 -7.64136 -1.11819 -0.047
C 0.47658 6.34825 -1.96243 -0.058
C -2.37426 -5.65371 3.63278 -0.150
C -5.35604 -2.77149 -6.15707 0.046
C 2.49519 -5.70790 0.32340 -0.666
C -0.26237 9.31450 -2.10447 -0.246
C -1.94604 -6.66416 2.63123 -0.271
C 5.58723 5.02486 -0.28106 -0.698
C -2.72897 -4.30005 -7.03389 -0.279
C -5.13710 1.15570 -0.55585 -0.134
C 0.75929 -1.21871 -0.80086 -0.034
C -6.17959 -2.79269 3.31267 -0.138
C 1.84166 4.87980 4.33701 -0.001
C -3.75470 2.55371 4.53558 -0.581
C -1.43520 7.12209 -5.35186 -0.079
C 4.38186 -3.94327 5.67676 -0.070
C -4.72952 -2.42393 3.32147 -0.116
C -1.09945 1.28082 -4.82193 -0.643
C -1.69527 -7.52255 -3.59714 -0.150
C -4.11894 -0.68050 -7.01246 0.035
C 2.12273 -0.65444 -0.28022 -0.199
C -3.20259 -2.00715 -4.99926 -0.010
C 0.68791 -3.42443 9.12427 -0.022
C -3.37989 -4.54518 3.08107 -0.043
C -1.78359 -1.43428 -1.00427 0.045
C -6.26660 -4.16154 4.12748 -0.078
C 1.91836 -2.96541 -4.87881 -0.673
C -2.48565 6.47104 -4.40469 -0.167
C 6.47388 2.27714 -4.40674 0.051
C -1.21263 8.12134 -2.11593 -0.081
C -1.46772 -2.33895 4.35998 -0.223
C 2.30299 3.48978 6.25368 0.022
C 1.99386 6.11125 0.89566 -0.069
C -0.92422 10.49053 -1.60936 -0.130
C -0.99229 -7.10561 -2.32578 -0.241
C 3.95924 2.78124 -3.58597 -0.073
C -4.80884 5.08790 -0.49911 -0.059
C 0.03114 1.57611 5.25626 -0.269
C 2.41018 -3.77343 7.12234 -0.154
C -4.96490 5.50249 0.89233 -0.280
C -2.98899 -7.67402 2.14906 -0.096
C -0.20535 7.11453 -4.39076 -0.056
C 3.42552 1.70598 -2.56248 -0.226
C -1.75334 5.92753 -3.19141 -0.130
C -5.73556 -5.44787 -0.55955 -0.632
C -2.97666 8.50262 1.18039 -0.069
C -0.40781 -2.12672 5.41986 -0.072
C 7.48069 -2.75710 2.93632 -0.206
C 4.71539 3.42416 -5.93258 0.044
C -2.71046 -2.98793 5.01828 -0.071
C -0.10449 5.72857 -0.63605 -0.160
C 8.09126 -1.75654 1.87617 -0.030
C 5.80383 0.64525 5.76387 -0.638
C 6.28297 -2.18798 -0.03721 0.029
C -3.12826 -2.91556 -7.48394 -0.062
C 5.96824 -0.35883 1.63224 0.027
C -3.78810 -7.33466 -4.91496 -0.065
C -5.05913 2.44010 -2.67596 -0.086
C 6.51987 -3.11978 -4.65505 -0.613
C 2.73981 2.56921 3.82867 0.054
C -0.72209 0.82165 -0.40634 0.031
C -6.58683 0.69396 -0.60907 -0.290
C 2.02428 -4.00074 8.60404 -0.233
H -1.14965 -2.97867 3.53677 0.095
H 2.79029 2.54154 6.48055 0.088
H -1.74810 1.09570 -0.16079 0.092
H -2.36224 -4.33509 -6.00803 0.093
H 1.26945 7.08199 -1.81722 0.132
H 2.85709 -2.31963 9.66826 0.159
H 0.65576 -0.93488 -1.84815 0.117
H -3.31989 9.29179 0.51144 0.096
H -4.75008 -4.93767 5.44799 0.134
H 5.44782 -4.17088 5.67366 0.102
H 8.63875 -2.34340 1.13864 0.126
H 2.96674 -1.17724 -0.73015 0.135
H -2.01216 -5.35700 -2.36367 0.095
H 4.09070 -4.54393 4.81505 0.093
H -3.80711 6.58954 2.38711 0.114
H -2.76726 -6.16288 4.51278 0.116
H -6.36611 -3.08376 2.27895 0.091
H -1.87944 -8.59626 -3.63375 0.138
H -1.90829 -0.94918 1.50555 0.080
H -7.13684 1.45300 -1.16535 0.144
H 1.49626 3.72801 6.94688 0.103
H 3.35313 -3.75551 10.19469 0.175
H 5.36337 -0.01423 0.79350 0.079
H 7.13206 0.32590 -0.73262 0.083
H 3.99706 -2.98175 8.91865 0.168
H 3.64800 3.44901 -6.15202 0.080
H -2.78511 -7.40825 -0.97648 0.079
H -0.86867 -1.40132 6.09031 0.085
H 4.18807 -2.89346 5.45669 0.083
H -3.15919 -2.18814 5.60742 0.127
H -1.88744 8.47424 1.15040 0.094
H 4.93273 0.11292 -4.80360 0.101
H 2.26907 0.34100 -0.69950 0.090
H -4.38955 -2.36107 2.28776 0.106
H -4.64607 -6.71855 -5.18403 0.082
H -5.98856 7.25317 1.77057 0.170
H 5.18364 2.95881 -6.79993 0.088
H 1.45119 5.58764 5.06816 0.104
H -4.66537 5.98537 -1.10083 0.099
H 5.49021 -1.07765 2.29773 0.082
H -2.55676 -3.92056 5.56112 0.124
H -1.37494 4.96315 -3.53036 0.108
H -0.86102 -5.19000 -1.28617 0.089
H -3.20699 -7.47716 -5.82606 0.090
H -0.10907 -3.46905 8.38202 0.077
H -3.01536 5.66810 -4.91731 0.118
H 6.79990 -2.30603 3.65824 0.093
H -2.82280 -2.93613 -4.57398 0.072
H -1.31063 6.46996 -6.21633 0.123
H -1.62684 7.84189 -1.14720 0.092
H 2.81506 5.53697 1.32452 0.062
H 0.02733 1.41128 0.12167 0.108
H -7.95336 -0.01893 1.07565 0.094
H 3.02783 3.12101 -4.03888 0.074
H 6.95485 -3.01606 -0.26295 0.090
H -2.73983 -1.18388 -0.54493 0.073
H 8.39501 0.53838 0.39765 0.102
H -0.48920 -5.07497 -2.91896 0.098
H -5.94659 7.15473 0.25703 0.151
H -5.90122 -2.47381 -7.05276 0.096
H -2.42056 5.76430 -2.34508 0.109
H 0.80185 5.49682 -2.56022 0.111
H 0.63847 9.21354 -1.49917 0.123
H -0.11259 -0.36615 1.72957 0.089
H -3.58481 -4.97420 -7.06793 0.111
H -0.17155 3.26448 3.81341 0.107
H 0.63660 1.39817 6.14500 0.128
H -7.02858 6.21837 0.87592 0.175
H -0.27195 3.68919 5.46945 0.129
H -5.08175 -3.20870 5.76439 0.134
H 2.83223 2.19450 -1.78953 0.097
H -1.05288 -7.23985 2.87400 0.124
H -1.24521 -7.45986 -0.15885 0.068
H -4.58279 -0.90485 -7.97298 0.095
H -3.42717 -8.31277 2.91594 0.075
H -3.91965 -3.07984 -8.21525 0.134
H -4.99726 4.70421 1.63382 0.126
H -4.36307 3.25099 -2.46135 0.074
H 4.79769 0.83444 -6.31603 0.102
H -4.68334 -0.00583 -6.36874 0.094
H 2.37479 -1.64730 1.30451 0.018
H -3.14828 -0.28767 -7.31513 0.089
H -7.25820 -4.32950 4.54772 0.122
H 3.09319 4.23171 6.36871 0.110
H 0.40160 6.23181 -4.59206 0.132
H -0.17221 -3.09081 5.87056 0.061
H 0.00919 9.68252 -3.09388 0.123
H -3.29336 7.07264 -3.98782 0.100
H -2.27682 -1.49760 -5.26648 0.061
H -2.22487 -2.38600 -7.78650 0.134
H -3.90440 4.48545 -0.41457 0.101
H 2.09094 -5.08017 8.74003 0.162
H -0.83624 4.94218 -0.82108 0.107
H -6.65816 1.21839 1.44681 0.087
H 3.74204 2.94938 3.63090 0.111
H -1.76263 8.14456 -5.54019 0.116
H 0.33305 8.05738 -4.48699 0.124
H 8.57857 -0.91664 -0.61105 0.103
H -5.06866 2.15686 -3.72847 0.097
H 1.26623 6.62129 1.52694 0.060
H -0.28325 0.90080 3.61121 0.036
H -4.57060 -1.46708 3.81875 0.110
H -7.54451 -0.80823 -1.87330 0.182
H 0.69792 -2.39337 9.47772 0.084
H 1.77629 -4.24113 6.36898 0.126
H 5.14063 1.77339 -1.67327 -0.051
H -5.67548 4.49000 -0.78113 0.088
H -3.76898 -1.42960 -4.26868 0.087
H -1.72202 -8.72998 -1.17239 0.099
H -4.53000 0.41560 -0.03453 0.116
H -0.53320 -2.05879 1.36811 0.080
H 6.53656 0.41113 2.15404 0.093
H -2.84567 -3.94349 2.34577 0.127
H 6.85022 3.25542 -4.10772 0.098
H -6.08892 -0.34530 -2.28092 0.146
H -5.27762 -3.85208 -6.03758 0.096
H 3.35313 1.00636 -5.28606 0.074
H 7.33965 -4.09825 1.71407 0.078
H 0.01438 -7.52106 -2.27988 0.161
H 4.44450 3.65123 -3.14355 0.112
H 0.69428 -2.29954 -0.67562 0.110
H -5.74331 -2.28775 -5.26034 0.083
H -0.24224 11.28060 -1.29505 0.099
H -6.05660 -5.05428 3.53839 0.095
H 2.37338 6.95130 0.31394 0.072
H 0.38762 -3.96464 10.02210 0.091
H -3.74634 -7.11187 1.60270 0.056
H -1.60491 -6.25979 1.67823 0.069
H 0.68480 4.30694 0.64386 0.089
H -0.95791 -4.84067 -7.39979 0.037
H -1.80787 -1.20860 -2.07038 0.096
H -4.09418 -8.31594 -4.55232 0.091
H -2.56489 -8.53473 1.63193 0.076
H -0.99775 1.37204 5.55264 0.110
H -6.07435 2.79919 -2.50719 0.079
H 0.47757 -1.80023 4.87432 0.085
H 2.77754 5.22690 3.89912 0.104
H -1.71621 -2.51929 -0.92475 0.078
H -1.42501 -5.28002 4.01666 0.099
H -0.50872 0.81353 -1.47522 0.091
H -1.84761 -1.46311 3.83398 0.095
H 5.28663 4.34086 -5.78610 0.096
H 1.78065 4.53571 -0.61865 0.098
H 5.96802 -1.74333 -0.98124 0.086
H -2.89326 5.45205 1.69751 0.129
H 2.72225 1.00276 -3.00857 0.104
H 5.44390 -2.63239 0.49809 0.081
H -6.24052 -0.45154 1.18933 0.068
H -0.54469 6.51438 -0.02219 0.089
H -1.54745 10.32163 -0.73120 0.065
H 8.27484 -3.18010 3.55153 0.127
H 6.99787 1.78242 -5.22454 0.105
H -3.42749 8.63104 2.16444 0.101
H 2.92800 1.63814 4.36328 0.084
H 2.45023 -2.74181 6.77267 0.117
H -4.30289 -4.96652 2.68276 0.106
H -5.12409 2.08263 0.01750 0.102
H -1.47905 11.09180 -2.32960 0.097
H 6.65253 1.53126 -3.63225 0.061
H 1.16741 4.94369 3.48296 0.066
H -2.10225 8.42310 -2.66877 0.131
H 2.17750 2.30672 2.93257 0.102
H 8.59125 -0.86573 2.25638 0.128
H -6.23025 -1.21885 -0.88652 0.104
H -6.92734 -2.02181 3.49896 0.120
H -1.02928 -7.28040 -4.42535 0.130
```

## Properties
E: -312144.2229 eV
charge: +3
maximum force: 4.96 eV/Å
molecular weight: 2414.6 Da
Kohn-Sham gap: 4.27 eV

***

Molecular formula: C2HNO2S2
Method: DFT, wB97M-V/def2-TZVPD

XYZ file:
```
8
Properties=species:S:1:pos:R:3:nbo_charge:R:1
S -1.37703 1.50760 -1.44740 0.036
S 1.98773 1.29927 -0.91962 0.142
O -1.21167 -0.33143 0.31619 -0.312
O 1.01139 -0.78818 0.40811 -0.334
N -0.25357 -1.32927 0.68362 -0.008
C -0.66031 0.55156 -0.37944 0.087
C 0.85496 0.38019 -0.32639 0.044
H -0.35150 -1.28973 1.66493 0.345
```

## Properties
E: -29341.3157 eV
maximum force: 4.70 eV/Å
molecular weight: 135.2 Da
ΔE to the lowest compared entry with this formula, charge and spin: 85.6 kcal/mol
Kohn-Sham gap: 8.00 eV

***

Molecular formula: C4H7NO2
Method: DFT, wB97M-V/def2-TZVPD

XYZ file:
```
14
Properties=species:S:1:pos:R:3:nbo_charge:R:1
O 0.16505 -0.17299 2.66690 -0.603
O -0.97920 -0.94680 -1.68483 -0.480
N 1.01570 1.18050 1.03040 -0.835
C 0.27884 -1.06447 0.48174 -0.531
C -0.90760 -0.53470 -0.31511 0.061
C -0.71084 0.42062 -1.38026 -0.113
C 0.54243 -0.00272 1.52316 0.671
H -0.01328 -1.98909 0.98993 0.247
H -1.37277 1.26731 -1.60423 0.195
H 0.31726 0.62126 -1.57766 0.154
H 1.34288 1.23385 0.07560 0.396
H 0.99942 1.97586 1.65297 0.410
H 1.13088 -1.29242 -0.17466 0.229
H -1.86746 -0.47670 0.21416 0.199
```

## Properties
E: -9845.5753 eV
maximum force: 0.98 eV/Å
molecular weight: 101.1 Da
ΔE to the lowest compared entry with this formula, charge and spin: 39.3 kcal/mol
Kohn-Sham gap: 10.68 eV

***

Molecular formula: C4H8Cl2N2O2
Method: DFT, wB97M-V/def2-TZVPD

XYZ file:
```
18
Properties=species:S:1:pos:R:3:nbo_charge:R:1
Cl 2.07007 -2.39451 0.55478 -0.004
Cl -2.17782 -2.44492 -0.61557 0.002
O 0.26024 0.15588 -1.45409 -0.511
O -0.19773 -1.14427 1.52880 -0.468
N 0.49812 -0.42518 -0.36208 0.232
N -0.48725 -0.77596 0.39097 0.242
C -1.84498 -0.79051 -0.10832 -0.106
C -2.71203 -0.38490 1.04688 -0.640
C 2.87111 -0.35928 -1.04180 -0.663
C 1.87765 -0.67240 0.11810 -0.087
H -1.85892 -0.01686 -0.99710 0.284
H -2.21597 0.46851 1.51592 0.231
H 2.19827 -0.13026 -1.95660 0.278
H 3.54500 -1.21091 -1.19646 0.241
H -3.73332 0.05433 0.84335 0.237
H 1.89835 -0.02759 1.12229 0.260
H -2.77020 -1.31017 1.66807 0.246
H 3.45772 0.56874 -0.76292 0.227
```

## Properties
E: -36392.5430 eV
maximum force: 3.29 eV/Å
molecular weight: 187.0 Da
ΔE to the lowest compared entry with this formula, charge and spin: 8.8 kcal/mol
Kohn-Sham gap (alpha / beta): 8.54 / 8.62 eV